The following is a quantum chemistry calculation of the ion C23H29N2O5 with charge +1 at a distorted geometry, from OMol25.

Output
* SMILES: CC(=O)c1ccc(OC[C@H](O)C[NH+]2CCN(Cc3ccc4c(c3)OCO4)CC2)cc1
* lowest unoccupied orbital energy: -2.3 eV
* calculated total energy: -37532.589 eV
* energy relative to the best compared isomer or geometry (same formula, charge and spin): 3.5 kcal/mol

```
! RIJCOSX wB97M-V def2-TZVPD def2/J DEFGRID3
* xyz 1 1
C 4.83050 -0.52317 -0.68457
C 3.56684 0.16336 -0.25970
O 3.16873 1.20005 -0.73544
C 2.75909 -0.51569 0.79919
C 2.46819 -1.87167 0.75535
C 1.55414 -2.42996 1.63814
C 0.95759 -1.63432 2.61496
O -0.03734 -2.03848 3.46629
C -0.47102 -3.37686 3.49746
C -1.47193 -3.76585 2.36675
O -0.83766 -4.39289 1.27162
C -2.25148 -2.54738 1.83539
N -1.47551 -1.75810 0.84941
C -1.77097 -0.30737 0.91147
C -0.85832 0.45261 -0.04305
N -1.02109 -0.03943 -1.39615
C -0.23485 0.74577 -2.34695
C -0.67190 2.18557 -2.35002
C -1.95603 2.51139 -2.75936
C -2.40949 3.82761 -2.77763
C -1.52439 4.79809 -2.37459
C -0.22959 4.47602 -1.95659
C 0.21894 3.17846 -1.92931
O 0.42824 5.61821 -1.60300
C -0.47330 6.67939 -1.84625
O -1.70305 6.14790 -2.29613
C -0.70105 -1.44892 -1.45422
C -1.65163 -2.22177 -0.54743
C 1.31180 -0.28577 2.71470
C 2.18101 0.26770 1.80119
H 4.58682 -1.37231 -1.32184
H 5.37494 -0.89280 0.18092
H 5.44895 0.16547 -1.25380
H 2.91755 -2.50272 0.00424
H 1.32744 -3.48086 1.55216
H -0.98105 -3.46702 4.45937
H 0.37491 -4.07323 3.49046
H -2.20702 -4.44820 2.81221
H -0.64421 -5.31304 1.47958
H -3.17227 -2.88182 1.35529
H -2.50502 -1.91199 2.68566
H -0.46614 -1.87845 1.06575
H -1.61519 0.04714 1.93138
H -2.81405 -0.16039 0.62659
H -1.13391 1.50856 -0.03278
H 0.18891 0.37316 0.29731
H 0.83897 0.68792 -2.11200
H -0.39936 0.31046 -3.33538
H -2.61931 1.72177 -3.07543
H -3.40423 4.08125 -3.10157
H 1.22025 2.93953 -1.61008
H -0.63462 7.24687 -0.91722
H -0.05722 7.34986 -2.61476
H -0.83364 -1.79589 -2.48035
H 0.34535 -1.65478 -1.15607
H -1.44351 -3.29060 -0.59077
H -2.68257 -2.02764 -0.84790
H 0.87239 0.30698 3.50039
H 2.42235 1.31830 1.84712
*
```